1:
C2H3N3O3 in the gas phase, computed with ωB97M-V/def2-TZVPD.

The calculation puts the frontier orbital gap at 8.82 eV. The calculation puts the lowest unoccupied orbital energy at -0.2 eV. As for the molecular weight: 117.06 g/mol. Its SMILES is Oc1nnc(O)n1O.

XYZ file:
```
11
C2H3N3O3 (ωB97M-V/def2-TZVPD)
C -0.91 -0.63 0.00
C 0.33 1.08 -0.24
H -2.01 -2.13 0.90
H 1.41 2.88 0.15
H 1.32 -1.88 -0.14
N -1.66 0.34 -0.58
N -0.83 1.51 -0.57
N 0.29 -0.19 0.08
O -1.03 -1.86 0.32
O 1.56 1.78 -0.11
O 1.52 -0.90 0.20
```

***

2:
C2H3N3O3 in the gas phase, computed with ωB97M-V/def2-TZVPD.

The calculation puts the frontier orbital gap at 9.33 eV. The calculation puts the lowest unoccupied orbital energy at 0.3 eV. As for the molecular weight: 117.06 g/mol. Its SMILES is [H]/N=c1\oc(O)nn1O.

XYZ file:
```
11
C2H3N3O3 (ωB97M-V/def2-TZVPD)
C 1.32 -0.10 -0.04
C -0.89 0.71 0.13
H 2.87 0.86 -0.51
H -2.05 -1.64 0.63
H -2.11 2.40 -0.42
N 0.64 -1.13 -0.07
N -0.66 -0.65 0.24
N -1.92 1.43 0.02
O 2.65 0.07 0.09
O -1.55 -1.59 -0.22
O 0.43 1.16 -0.07
```

***

Most stable: 2. Least stable: 1.

***

1:
C2H3N3O3 in the gas phase, computed with ωB97M-V/def2-TZVPD.

The calculation puts the frontier orbital gap at 9.48 eV. The calculation puts the lowest unoccupied orbital energy at 0.3 eV. As for the molecular weight: 117.06 g/mol. Its SMILES is O/N=c1\oncn1O.

XYZ file:
```
11
C2H3N3O3 (ωB97M-V/def2-TZVPD)
C 0.40 0.06 0.19
C -1.70 -0.60 0.02
H 3.33 0.60 -0.15
H -2.79 -0.54 -0.09
H -1.03 2.39 0.19
N 1.45 0.78 0.07
N -1.01 -1.68 -0.10
N -0.95 0.54 0.46
O 2.60 -0.05 -0.09
O 0.31 -1.25 -0.09
O -1.44 1.70 -0.34
```

***

2:
A molecular structure, C2H3N3O3, computed with ωB97M-V/def2-TZVPD.

The calculation puts the frontier orbital gap at 9.61 eV. The calculation puts the lowest unoccupied orbital energy at -0.7 eV. As for the molecular weight: 117.06 g/mol.

XYZ file:
```
11
C2H3N3O3 (ωB97M-V/def2-TZVPD)
C -1.55 0.03 -0.13
C -0.30 0.83 -0.21
H 2.34 -0.66 0.64
H -0.21 -2.16 -0.90
H 0.82 2.30 0.71
N 0.64 -0.27 -0.60
N 0.25 -1.55 0.13
N -0.13 1.99 0.44
O 2.07 0.26 -0.24
O -1.22 -1.23 0.60
O -2.71 0.47 -0.44
```

***

Most stable: 1. Least stable: 2.

***

1:
2 unconnected molecules or ions with the total composition C2H3N3O3, computed with ωB97M-V/def2-TZVPD.

The calculation puts the frontier orbital gap at 9.26 eV. The calculation puts the lowest unoccupied orbital energy at -1.0 eV. As for the molecular weight: 117.06 g/mol.

XYZ file:
```
11
C2H3N3O3 (ωB97M-V/def2-TZVPD)
C 1.23 0.70 -0.82
C 0.61 -0.44 -0.04
H -2.58 -0.65 0.57
H -0.69 1.67 0.52
H 0.58 -1.93 1.02
N -0.79 -0.35 -0.14
N -0.95 1.09 -0.24
N 1.33 -1.44 0.40
O -1.33 -0.99 0.96
O 0.17 1.45 -1.21
O 2.43 0.90 -1.02
```

***

2:
C2H3N3O3 in the gas phase, computed with ωB97M-V/def2-TZVPD.

The calculation puts the frontier orbital gap at 9.61 eV. The calculation puts the lowest unoccupied orbital energy at -0.6 eV. As for the molecular weight: 117.06 g/mol. Its SMILES is [H]/N=c1/c(=O)o[nH]n1O.

XYZ file:
```
11
C2H3N3O3 (ωB97M-V/def2-TZVPD)
C -1.16 -0.15 0.11
C 0.05 0.81 -0.23
H 1.68 0.81 0.98
H 1.08 -1.78 0.79
H 0.50 2.76 -0.04
N 1.18 -0.08 -0.58
N 0.56 -1.47 -0.23
N -0.18 2.01 0.06
O 2.26 0.08 0.33
O -0.86 -1.44 0.17
O -2.34 0.24 0.04
```

***

3:
C2H3N3O3 in the gas phase, computed with ωB97M-V/def2-TZVPD.

The calculation puts the frontier orbital gap at 10.61 eV. The calculation puts the lowest unoccupied orbital energy at 0.3 eV. As for the molecular weight: 117.06 g/mol. Its SMILES is [H]/N=c1/o[nH]c(=O)n1O.

XYZ file:
```
11
C2H3N3O3 (ωB97M-V/def2-TZVPD)
C -1.07 -0.22 -0.01
C 1.33 -0.32 0.05
H 0.58 2.34 -0.37
H -2.51 1.05 -0.08
H 0.98 -2.22 -0.44
N 0.16 0.53 -0.11
N -2.31 -0.01 -0.03
N 0.79 -1.56 0.33
O 0.22 1.83 0.45
O -0.60 -1.48 0.25
O 2.44 0.06 -0.06
```

***

4:
A molecular structure, C2H3N3O3, computed with ωB97M-V/def2-TZVPD.

The calculation puts the frontier orbital gap at 8.70 eV. The calculation puts the lowest unoccupied orbital energy at -0.6 eV. As for the molecular weight: 117.06 g/mol.

XYZ file:
```
11
C2H3N3O3 (ωB97M-V/def2-TZVPD)
C 0.19 -0.38 0.28
C -1.96 -0.04 0.02
H 3.33 -0.44 -0.55
H -3.11 0.23 -0.32
H 0.89 2.12 0.15
N 1.36 0.04 0.15
N -1.82 -1.26 -0.20
N -0.79 0.54 0.69
O 2.39 -0.96 0.03
O -0.49 -1.50 0.05
O 0.00 1.65 -0.31
```

***

Most stable: 3. Least stable: 4.

***

1:
C5H7NO in the gas phase, computed with ωB97M-V/def2-TZVPD.

The calculation puts the frontier orbital gap at 8.89 eV. The calculation puts the lowest unoccupied orbital energy at 0.9 eV. As for the molecular weight: 97.12 g/mol. Its SMILES is CC1=C=C(N)OC1.

XYZ file:
```
14
C5H7NO (ωB97M-V/def2-TZVPD)
C 0.79 0.55 1.95
C 0.26 0.19 0.59
C -0.11 1.00 -0.43
C -0.55 0.03 -1.41
N -0.98 0.64 -2.49
O -0.48 -1.25 -1.12
C 0.06 -1.27 0.24
H 0.17 0.14 2.75
H 1.81 0.16 2.10
H 0.83 1.64 2.06
H -0.76 1.63 -2.02
H -1.37 0.17 -3.32
H -0.67 -1.79 0.88
H 0.99 -1.85 0.22
```

***

2:
2 unconnected molecules or ions with the total composition C5H7NO, computed with ωB97M-V/def2-TZVPD.

The calculation puts the frontier orbital gap at 10.48 eV. The calculation puts the lowest unoccupied orbital energy at 0.8 eV. As for the molecular weight: 97.12 g/mol. Its SMILES is [H]/N=C\CC#C.C=O.

XYZ file:
```
14
C5H7NO (ωB97M-V/def2-TZVPD)
O -3.26 -0.17 1.18
C -2.14 0.12 1.50
N -0.92 0.54 -0.61
C -0.40 -0.60 -0.45
C 1.06 -0.93 -0.24
C 1.90 0.26 -0.11
C 2.55 1.27 -0.04
H -1.77 1.16 1.63
H -0.23 1.28 -0.51
H -1.06 -1.48 -0.47
H -1.36 -0.65 1.70
H 1.18 -1.58 0.64
H 1.38 -1.52 -1.10
H 3.15 2.15 0.03
```

***

3:
A molecular structure, C5H7NO, computed with ωB97M-V/def2-TZVPD.

The calculation puts the frontier orbital gap at 9.50 eV. The calculation puts the lowest unoccupied orbital energy at 0.6 eV. As for the molecular weight: 97.12 g/mol.

XYZ file:
```
14
C5H7NO (ωB97M-V/def2-TZVPD)
C -0.97 0.01 -0.06
C -0.24 -1.17 -0.37
C 0.98 -1.07 0.46
C 1.84 0.08 -0.05
C 1.04 1.27 -0.10
H -0.13 -1.26 -1.47
H -0.72 -2.16 -0.40
H 1.66 -2.14 0.68
H 0.46 -1.23 1.63
H 2.86 -0.17 -0.98
H 1.52 2.29 -0.70
H -1.20 1.91 0.90
N -0.37 1.21 0.20
O -2.21 -0.04 -0.04
```

***

4:
A molecular structure, C5H7NO, computed with ωB97M-V/def2-TZVPD.

The calculation puts the frontier orbital gap at 9.80 eV. The calculation puts the lowest unoccupied orbital energy at 0.5 eV. As for the molecular weight: 97.12 g/mol.

XYZ file:
```
14
C5H7NO (ωB97M-V/def2-TZVPD)
C 1.69 -0.52 0.58
C 0.45 0.01 -0.04
N 0.37 1.43 -0.34
C -0.62 0.84 0.57
C -1.68 0.04 -0.13
C -0.72 -0.70 -0.94
O -0.85 -1.41 -1.91
H 1.55 -1.54 0.97
H 2.00 0.13 1.41
H 2.50 -0.53 -0.16
H -0.01 1.62 -1.27
H -0.72 1.29 1.56
H -2.65 0.46 -0.45
H -1.26 -1.22 0.26
```

***

Most stable: 1. Least stable: 3.

***

1:
C5H7NO in the gas phase, computed with ωB97M-V/def2-TZVPD.

The calculation puts the frontier orbital gap at 10.91 eV. The calculation puts the lowest unoccupied orbital energy at 0.5 eV. As for the molecular weight: 97.12 g/mol. Its SMILES is C[C@H](C#N)CC=O.

XYZ file:
```
14
C5H7NO (ωB97M-V/def2-TZVPD)
C -0.83 1.26 -0.61
C 0.25 0.56 0.22
C 0.41 -0.96 -0.01
C -0.61 -1.85 0.68
O -0.38 -2.29 1.78
C 1.56 1.17 -0.08
N 2.59 1.63 -0.35
H -0.81 2.34 -0.41
H -1.83 0.89 -0.34
H -0.67 1.10 -1.68
H 0.06 0.72 1.29
H 0.48 -1.17 -1.09
H 1.34 -1.27 0.46
H -1.55 -2.12 0.14
```

***

2:
C5H7NO in the gas phase, computed with ωB97M-V/def2-TZVPD.

The calculation puts the frontier orbital gap at 9.36 eV. The calculation puts the lowest unoccupied orbital energy at 0.6 eV. As for the molecular weight: 97.12 g/mol. Its SMILES is C/C(=C/O)CC#N.

XYZ file:
```
14
C5H7NO (ωB97M-V/def2-TZVPD)
C 0.33 0.81 -1.03
C -0.97 -1.27 -0.62
C -0.26 -0.03 -0.16
C -0.26 0.27 1.31
O 0.91 1.97 -0.63
C 1.10 -0.30 1.57
N 2.14 -0.69 1.83
H 1.37 2.38 -1.36
H 0.35 0.59 -2.09
H -0.81 -1.43 -1.68
H -0.61 -2.14 -0.08
H -2.04 -1.19 -0.44
H -1.01 -0.30 1.86
H -0.23 1.34 1.52
```

***

Most stable: 1. Least stable: 2.